{"formula": "C40H43AsBr2N5O2Tl", "method": "the ωB97M-V functional and the def2-TZVPD basis", "e_tot_ev": -259340.296, "charge": 0, "max_force_ev_per_a": 1.77, "orbital_gap_ha": [0.20723, 0.22441], "lumo_energy_ev": [-1.984, -1.504], "elements": ["Tl", "Br", "C", "C", "C", "Br", "C", "C", "C", "C", "N", "C", "C", "O", "H", "H", "H", "H", "C", "As", "C", "C", "C", "C", "C", "C", "C", "C", "H", "H", "H", "H", "H", "H", "H", "H", "H", "H", "H", "H", "H", "C", "C", "C", "C", "C", "C", "C", "C", "N", "C", "C", "C", "C", "C", "C", "C", "C", "C", "C", "H", "H", "H", "H", "H", "H", "H", "H", "H", "H", "H", "H", "H", "H", "H", "H", "H", "H", "H", "H", "H", "H", "H", "H", "N", "C", "O", "C", "C", "N", "C", "N", "H", "H"], "xyz": [[-0.54, 0.12, -1.46], [-0.29, 1.11, 3.92], [1.27, 1.16, 2.87], [2.51, 1.13, 3.51], [3.66, 1.18, 2.77], [5.30, 1.09, 3.68], [3.63, 1.29, 1.35], [4.78, 1.40, 0.53], [4.65, 1.53, -0.82], [3.36, 1.54, -1.37], [2.26, 1.42, -0.64], [2.37, 1.29, 0.70], [1.13, 1.17, 1.46], [-0.03, 1.12, 0.90], [2.56, 1.07, 4.59], [5.76, 1.38, 1.00], [5.52, 1.61, -1.46], [3.22, 1.66, -2.45], [-0.79, 4.07, -1.80], [-0.32, 3.26, -0.10], [-1.82, 3.82, 0.98], [1.14, 4.43, 0.59], [0.87, 5.91, 0.43], [1.31, 6.58, -0.71], [1.02, 7.93, -0.91], [0.27, 8.63, 0.03], [-0.15, 7.97, 1.18], [0.15, 6.63, 1.38], [-1.22, 5.06, -1.63], [-1.53, 3.44, -2.30], [0.10, 4.16, -2.44], [-2.14, 4.81, 0.69], [-1.53, 3.80, 2.04], [-2.63, 3.11, 0.84], [2.03, 4.13, 0.05], [1.25, 4.14, 1.63], [1.89, 6.04, -1.46], [1.38, 8.44, -1.80], [0.04, 9.68, -0.12], [-0.73, 8.51, 1.93], [-0.18, 6.13, 2.29], [-3.35, -6.72, -0.16], [-3.16, -5.21, -0.22], [-4.27, -4.35, -0.23], [-4.13, -2.95, -0.28], [-5.34, -2.04, -0.29], [-2.86, -2.43, -0.31], [-1.69, -3.26, -0.32], [-1.90, -4.67, -0.26], [-0.50, -2.62, -0.43], [0.78, -3.37, -0.41], [1.92, -2.34, -0.47], [3.30, -3.00, -0.42], [3.45, -3.94, -1.63], [2.33, -4.99, -1.58], [2.45, -5.79, -0.27], [2.33, -4.85, 0.94], [3.45, -3.80, 0.88], [0.97, -4.14, 0.91], [0.96, -4.30, -1.64], [-4.41, -6.98, -0.14], [-2.87, -7.14, 0.72], [-2.91, -7.20, -1.04], [-5.28, -4.77, -0.21], [-6.26, -2.61, -0.47], [-5.26, -1.28, -1.07], [-5.45, -1.51, 0.66], [-2.74, -1.35, -0.35], [-1.06, -5.36, -0.26], [1.79, -1.65, 0.37], [1.83, -1.77, -1.40], [4.07, -2.22, -0.47], [4.43, -4.43, -1.61], [3.38, -3.37, -2.56], [2.43, -5.66, -2.43], [3.41, -6.32, -0.24], [1.65, -6.55, -0.23], [2.42, -5.42, 1.86], [4.43, -4.28, 0.91], [3.38, -3.13, 1.74], [0.90, -3.42, 1.74], [0.17, -4.87, 1.07], [0.17, -5.05, -1.68], [0.88, -3.69, -2.54], [-4.29, 1.26, 0.80], [-3.83, 1.54, -0.47], [-2.83, 0.90, -0.90], [-4.46, 2.55, -1.22], [-3.93, 2.83, -2.53], [-3.46, 3.03, -3.57], [-5.50, 3.34, -0.64], [-6.31, 3.96, -0.08], [-3.74, 0.65, 1.37], [-5.05, 1.78, 1.20]]}

{"formula": "C40H43AsN3O2PPdSi", "method": "the ωB97M-V functional and the def2-TZVPD basis", "e_tot_ev": -132229.739, "charge": -2, "max_force_ev_per_a": 0.60, "orbital_gap_ha": 0.17056, "lumo_energy_ev": 3.814, "elements": ["Pd", "N", "C", "C", "O", "O", "H", "H", "H", "H", "C", "C", "As", "C", "C", "C", "C", "C", "C", "C", "C", "C", "C", "C", "C", "P", "C", "C", "C", "C", "C", "C", "C", "C", "C", "C", "C", "C", "H", "H", "H", "H", "H", "H", "H", "H", "H", "H", "H", "H", "H", "H", "H", "H", "H", "H", "H", "H", "H", "H", "H", "H", "N", "C", "N", "C", "C", "C", "C", "C", "C", "H", "H", "H", "H", "H", "H", "C", "Si", "C", "C", "C", "C", "H", "H", "H", "H", "H", "H", "H", "H", "H"], "xyz": [[0.21, -2.42, -1.35], [2.29, -2.38, -0.72], [2.89, -2.99, 0.48], [2.48, -2.29, 1.80], [3.41, -2.18, 2.64], [1.29, -1.94, 1.91], [2.72, -2.79, -1.55], [2.53, -1.40, -0.74], [3.98, -2.97, 0.42], [2.57, -4.04, 0.54], [-1.00, 2.97, -0.77], [-0.73, 3.43, 0.66], [-0.50, 5.37, 0.78], [1.21, 5.55, -0.15], [2.14, 4.51, -0.26], [3.34, 4.71, -0.92], [3.64, 5.95, -1.47], [2.72, 6.99, -1.37], [1.51, 6.78, -0.72], [0.18, 5.42, 2.62], [-0.65, 4.93, 3.63], [-0.24, 4.94, 4.95], [1.01, 5.46, 5.29], [1.83, 5.96, 4.29], [1.42, 5.93, 2.96], [-0.88, 1.13, -1.13], [0.89, 0.96, -0.64], [1.39, 0.77, 0.65], [2.76, 0.73, 0.88], [3.65, 0.91, -0.16], [3.17, 1.09, -1.46], [1.80, 1.10, -1.69], [-1.83, 0.48, 0.29], [-3.08, 1.05, 0.57], [-3.90, 0.54, 1.56], [-3.49, -0.56, 2.30], [-2.26, -1.15, 2.03], [-1.44, -0.64, 1.02], [-0.27, 3.41, -1.46], [-1.98, 3.32, -1.11], [0.15, 2.94, 1.08], [-1.57, 3.16, 1.31], [1.93, 3.53, 0.15], [4.04, 3.89, -1.01], [4.58, 6.11, -1.99], [2.94, 7.96, -1.81], [0.79, 7.59, -0.65], [-1.62, 4.51, 3.38], [-0.89, 4.54, 5.72], [1.33, 5.46, 6.32], [2.81, 6.35, 4.54], [2.09, 6.30, 2.19], [0.72, 0.58, 1.48], [3.11, 0.51, 1.88], [4.72, 0.86, 0.02], [3.86, 1.20, -2.29], [1.43, 1.20, -2.70], [-3.42, 1.91, -0.01], [-4.86, 1.00, 1.76], [-4.13, -0.96, 3.08], [-1.92, -2.01, 2.58], [-0.50, -1.15, 0.83], [0.42, -5.59, -1.48], [0.60, -6.01, -2.75], [1.25, -7.13, -2.90], [1.56, -7.49, -1.60], [2.25, -8.60, -1.10], [2.44, -8.70, 0.26], [1.95, -7.72, 1.14], [1.25, -6.62, 0.68], [1.06, -6.52, -0.69], [0.12, -4.62, -1.26], [0.21, -5.39, -3.55], [2.63, -9.35, -1.79], [2.98, -9.55, 0.67], [2.13, -7.83, 2.21], [0.88, -5.85, 1.35], [-5.30, -2.60, -4.13], [-4.49, -1.78, -2.63], [-5.51, -2.26, -1.12], [-4.69, 0.08, -2.86], [-2.77, -2.23, -2.44], [-1.62, -2.37, -2.02], [-6.36, -2.31, -4.22], [-5.25, -3.69, -4.04], [-4.79, -2.31, -5.05], [-6.56, -1.96, -1.22], [-5.09, -1.79, -0.23], [-5.48, -3.35, -0.97], [-5.75, 0.37, -2.97], [-4.15, 0.42, -3.75], [-4.27, 0.61, -2.00]]}

{"formula": "C40H43LaN18O4S6Sb", "method": "the ωB97M-V functional and the def2-TZVPD basis", "multiplicity": 2, "s_squared": 0.7730, "e_tot_ev": -149601.716, "charge": -2, "max_force_ev_per_a": 3.86, "orbital_gap_ha": [0.16290, 0.06474], "lumo_energy_ev": [3.002, 0.339], "elements": ["La", "N", "C", "N", "N", "N", "N", "C", "N", "N", "N", "N", "H", "S", "Sb", "S", "S", "C", "C", "C", "C", "C", "C", "C", "S", "O", "O", "N", "C", "C", "C", "C", "C", "N", "H", "H", "H", "H", "H", "H", "H", "H", "H", "H", "H", "O", "H", "H", "N", "C", "S", "N", "C", "C", "C", "C", "C", "C", "H", "H", "H", "H", "H", "H", "H", "H", "C", "C", "C", "C", "N", "C", "S", "N", "C", "H", "H", "H", "H", "H", "H", "H", "H", "C", "C", "C", "C", "C", "N", "C", "O", "N", "C", "C", "C", "C", "N", "C", "C", "C", "H", "H", "H", "H", "H", "H", "H", "H", "H", "H", "H", "H", "H"], "xyz": [[-3.40, 2.57, 2.36], [-2.60, 2.97, -1.10], [-3.89, 2.51, -1.03], [-4.56, 2.06, -2.03], [-5.66, 1.53, -1.56], [-5.72, 1.71, -0.28], [-4.60, 2.28, 0.14], [-1.81, 2.44, -2.13], [-1.14, 3.05, -3.07], [-0.58, 2.07, -3.78], [-0.80, 0.92, -3.21], [-1.58, 1.12, -2.17], [-2.30, 3.74, -0.47], [-4.34, 7.74, 2.86], [-3.00, 5.97, 3.72], [-4.37, 4.03, 4.38], [-2.10, 4.92, 1.57], [-0.24, -5.22, -0.15], [-1.39, -4.36, 0.29], [-1.10, -3.51, 1.41], [-1.99, -2.61, 1.86], [-3.24, -2.50, 1.24], [-3.54, -3.34, 0.18], [-2.59, -4.22, -0.28], [-4.40, -1.30, 1.74], [-4.71, -0.72, 0.47], [-5.39, -2.03, 2.50], [-3.58, -0.30, 2.63], [-3.72, -0.42, 4.01], [-4.31, -1.41, 4.85], [-4.20, -1.18, 6.20], [-3.59, -0.06, 6.75], [-3.04, 0.86, 5.88], [-3.09, 0.68, 4.55], [0.14, -5.24, -1.14], [-0.43, -6.27, 0.03], [0.60, -5.00, 0.49], [-0.22, -3.71, 1.95], [-1.73, -1.83, 2.55], [-4.48, -3.27, -0.27], [-2.90, -4.90, -1.04], [-4.91, -2.24, 4.45], [-4.61, -1.88, 6.95], [-3.37, 0.00, 7.82], [-2.52, 1.78, 6.09], [0.16, -1.02, 3.70], [-0.76, -1.04, 4.02], [0.04, -0.21, 3.08], [0.89, 3.96, 2.44], [0.81, 3.47, 3.67], [-0.63, 2.86, 4.37], [2.03, 3.43, 4.31], [3.30, 3.25, 3.75], [4.36, 3.85, 4.42], [5.64, 3.66, 4.06], [5.94, 2.87, 2.89], [4.94, 2.33, 2.13], [3.59, 2.58, 2.56], [0.17, 3.94, 1.77], [1.74, 4.34, 2.06], [1.94, 3.02, 5.28], [4.12, 4.29, 5.38], [6.48, 4.03, 4.66], [7.00, 2.72, 2.71], [5.12, 1.69, 1.28], [2.79, 2.10, 1.93], [2.95, -2.53, 1.32], [2.43, -1.37, 0.52], [3.12, -0.77, -0.49], [2.50, 0.35, -1.06], [1.29, 0.76, -0.83], [0.43, 0.04, 0.10], [-0.50, 0.91, 1.36], [1.13, -1.08, 0.71], [3.32, 1.12, -2.04], [3.99, -2.62, 1.16], [2.39, -3.39, 1.03], [2.76, -2.21, 2.37], [4.13, -0.99, -0.77], [0.68, -1.45, 1.51], [3.56, 0.47, -2.83], [4.22, 1.63, -1.65], [2.66, 1.83, -2.57], [4.51, 0.95, -7.85], [3.53, 0.08, -6.96], [3.61, -1.32, -6.88], [2.75, -2.04, -6.07], [1.81, -1.41, -5.30], [0.95, -1.99, -4.34], [0.72, -3.30, -4.11], [1.25, -4.29, -4.58], [-0.37, -3.50, -3.20], [-0.97, -2.43, -2.46], [-2.34, -2.06, -2.66], [-2.77, -0.98, -2.04], [-1.87, -0.09, -1.19], [-0.59, -0.71, -0.79], [-0.20, -1.74, -1.54], [1.60, -0.02, -5.45], [2.46, 0.70, -6.23], [4.07, 1.96, -7.95], [4.65, 0.36, -8.69], [5.48, 1.07, -7.28], [4.31, -1.86, -7.50], [2.77, -3.10, -5.95], [0.34, -1.32, -3.89], [-0.37, -4.45, -2.97], [-2.88, -2.62, -3.41], [-3.75, -0.51, -2.18], [-2.30, 0.28, -0.26], [0.79, -2.11, -1.43], [0.73, 0.41, -5.03], [2.38, 1.77, -6.32]]}

{"formula": "C40H43N4O3P2PtS2", "method": "the ωB97M-V functional and the def2-TZVPD basis", "e_tot_ev": -97773.078, "charge": 1, "max_force_ev_per_a": 1.04, "orbital_gap_ha": 0.27978, "lumo_energy_ev": -2.828, "elements": ["Pt", "C", "C", "N", "C", "S", "N", "C", "C", "H", "H", "H", "H", "H", "H", "H", "H", "H", "H", "H", "H", "C", "P", "C", "C", "C", "C", "C", "C", "C", "C", "C", "C", "C", "C", "P", "C", "C", "C", "C", "C", "C", "C", "C", "C", "C", "C", "C", "H", "H", "H", "H", "H", "H", "H", "H", "H", "H", "H", "H", "H", "H", "H", "H", "H", "H", "H", "H", "H", "H", "C", "C", "C", "N", "H", "H", "H", "H", "H", "O", "S", "O", "N", "C", "O", "C", "C", "C", "C", "C", "C", "H", "H", "H", "H"], "xyz": [[0.46, 0.22, -0.53], [-2.93, 2.57, 2.74], [-3.02, 1.59, 1.59], [-3.15, 2.26, 0.30], [-2.16, 2.49, -0.55], [-0.48, 2.32, -0.06], [-2.45, 2.97, -1.75], [-1.50, 3.32, -2.81], [-1.21, 4.81, -2.85], [-2.86, 2.03, 3.69], [-3.81, 3.21, 2.79], [-2.05, 3.20, 2.64], [-3.88, 0.93, 1.68], [-2.14, 0.97, 1.53], [-4.09, 2.38, -0.05], [-3.43, 3.14, -1.96], [-1.93, 2.97, -3.75], [-0.59, 2.74, -2.65], [-2.12, 5.39, -3.00], [-0.53, 5.03, -3.67], [-0.74, 5.13, -1.91], [0.47, -0.33, 2.76], [1.50, 0.44, 1.48], [1.79, 2.15, 2.00], [2.70, 2.90, 1.26], [2.93, 4.23, 1.58], [2.24, 4.82, 2.63], [1.33, 4.08, 3.37], [1.11, 2.74, 3.06], [3.13, -0.34, 1.71], [3.50, -1.48, 1.00], [4.69, -2.13, 1.29], [5.52, -1.65, 2.29], [5.15, -0.52, 3.01], [3.96, 0.13, 2.73], [0.64, -2.19, 2.83], [-0.02, -2.70, 1.20], [0.78, -3.53, 0.41], [0.32, -4.02, -0.80], [-0.96, -3.70, -1.23], [-1.78, -2.90, -0.44], [-1.30, -2.38, 0.75], [-0.81, -2.55, 3.90], [-1.26, -1.68, 4.88], [-2.30, -2.04, 5.73], [-2.90, -3.29, 5.60], [-2.44, -4.17, 4.63], [-1.41, -3.81, 3.79], [-0.56, -0.05, 2.58], [0.79, 0.06, 3.73], [3.23, 2.45, 0.43], [3.64, 4.81, 1.00], [2.42, 5.86, 2.88], [0.80, 4.53, 4.19], [0.38, 2.18, 3.63], [2.85, -1.87, 0.22], [4.96, -3.01, 0.73], [6.44, -2.16, 2.52], [5.79, -0.15, 3.80], [3.69, 1.01, 3.29], [1.76, -3.82, 0.78], [0.95, -4.65, -1.41], [-1.33, -4.10, -2.16], [-2.78, -2.66, -0.76], [-1.95, -1.75, 1.36], [-0.81, -0.70, 5.01], [-2.65, -1.35, 6.49], [-3.71, -3.57, 6.26], [-2.90, -5.15, 4.53], [-1.06, -4.50, 3.03], [3.51, -1.61, -4.64], [4.01, -1.15, -3.26], [2.93, -0.84, -2.33], [2.16, -0.52, -1.54], [4.37, -1.89, -5.24], [2.98, -0.80, -5.13], [2.84, -2.45, -4.55], [4.62, -0.25, -3.35], [4.63, -1.91, -2.79], [0.72, -1.58, -3.85], [0.04, -0.32, -3.73], [0.80, 0.87, -4.02], [-0.69, -0.20, -2.25], [-2.05, -0.20, -2.35], [-2.82, -0.15, -1.42], [-2.51, -0.29, -3.77], [-3.81, -0.33, -4.23], [-4.02, -0.43, -5.60], [-2.94, -0.48, -6.49], [-1.63, -0.46, -6.02], [-1.46, -0.35, -4.66], [-4.64, -0.31, -3.53], [-5.02, -0.46, -5.99], [-3.13, -0.56, -7.55], [-0.79, -0.51, -6.70]]}

{"formula": "C40H43N6PSTi", "method": "the ωB97M-V functional and the def2-TZVPD basis", "multiplicity": 2, "s_squared": 0.7541, "e_tot_ev": -94338.898, "charge": 3, "max_force_ev_per_a": 0.50, "orbital_gap_ha": [0.23630, 0.23868], "lumo_energy_ev": [-9.314, -9.266], "elements": ["Ti", "C", "C", "N", "C", "C", "N", "C", "C", "N", "C", "C", "N", "C", "C", "C", "C", "C", "C", "C", "N", "H", "H", "H", "H", "H", "H", "H", "H", "H", "H", "H", "H", "H", "H", "H", "H", "H", "H", "H", "H", "H", "H", "H", "C", "C", "C", "C", "C", "C", "P", "C", "C", "C", "C", "C", "C", "C", "C", "C", "C", "C", "C", "H", "H", "H", "H", "H", "H", "H", "H", "H", "H", "H", "H", "H", "H", "H", "S", "C", "N", "C", "C", "C", "C", "C", "C", "H", "H", "H", "H", "H"], "xyz": [[0.23, 0.10, -0.18], [-3.62, 0.58, -2.34], [-2.27, 0.22, -1.83], [-1.69, 0.75, -0.81], [-2.21, 1.88, -0.03], [-1.05, 2.82, 0.26], [0.16, 2.11, 0.79], [0.34, 2.04, 2.27], [0.12, 0.62, 2.80], [0.72, -0.37, 1.87], [2.18, -0.61, 1.99], [2.61, -1.57, 0.86], [1.66, -1.47, -0.27], [1.64, -2.30, -1.25], [2.61, -3.40, -1.50], [0.50, -2.09, -2.19], [0.24, -2.83, -3.34], [-0.91, -2.54, -4.07], [-1.78, -1.55, -3.63], [-1.46, -0.86, -2.47], [-0.33, -1.12, -1.80], [-4.27, 0.96, -1.55], [-4.11, -0.27, -2.80], [-3.54, 1.36, -3.11], [-2.62, 1.50, 0.90], [-2.99, 2.43, -0.55], [-1.36, 3.62, 0.93], [-0.73, 3.28, -0.68], [0.94, 2.65, 0.44], [-0.32, 2.73, 2.79], [1.36, 2.36, 2.48], [-0.94, 0.39, 2.85], [0.53, 0.53, 3.81], [0.29, -1.27, 2.08], [2.42, -1.03, 2.97], [2.69, 0.35, 1.93], [2.60, -2.60, 1.24], [3.62, -1.34, 0.54], [3.29, -3.56, -0.67], [3.21, -3.16, -2.39], [2.09, -4.33, -1.71], [0.91, -3.62, -3.66], [-1.13, -3.09, -4.98], [-2.69, -1.34, -4.17], [-3.79, -5.36, -2.08], [-4.01, -3.99, -2.06], [-3.29, -3.18, -1.20], [-2.33, -3.73, -0.34], [-2.15, -5.11, -0.33], [-2.86, -5.91, -1.20], [-1.58, -2.55, 0.84], [-0.31, -3.50, 1.76], [0.59, -4.32, 1.09], [1.61, -4.97, 1.78], [1.76, -4.77, 3.15], [0.87, -3.95, 3.83], [-0.16, -3.32, 3.14], [-2.90, -2.33, 2.06], [-3.35, -1.04, 2.34], [-4.37, -0.83, 3.26], [-4.95, -1.91, 3.89], [-4.52, -3.20, 3.61], [-3.50, -3.41, 2.69], [-4.35, -5.99, -2.74], [-4.77, -3.56, -2.71], [-3.52, -2.12, -1.14], [-1.47, -5.57, 0.37], [-2.72, -6.99, -1.18], [0.47, -4.50, 0.03], [2.28, -5.64, 1.25], [2.54, -5.28, 3.69], [0.96, -3.82, 4.90], [-0.88, -2.72, 3.69], [-2.89, -0.21, 1.82], [-4.71, 0.18, 3.48], [-5.74, -1.76, 4.61], [-4.98, -4.05, 4.10], [-3.18, -4.43, 2.47], [1.82, 2.42, -3.97], [0.85, 1.53, -2.90], [1.33, 1.30, -1.70], [2.59, 1.89, -1.58], [3.40, 1.90, -0.44], [4.61, 2.56, -0.49], [5.03, 3.23, -1.65], [4.24, 3.24, -2.78], [3.02, 2.57, -2.73], [-0.11, 1.16, -3.24], [3.10, 1.39, 0.46], [5.25, 2.57, 0.38], [5.98, 3.74, -1.66], [4.56, 3.75, -3.68]]}